Molecular formula: C3H5FOS
Method: DFT, the ωB97M-V functional and the def2-TZVPD basis

Each line ends with the Mulliken charge.
Positions of all 11 atoms, in Å:
S 2.410 -0.014 -0.122  -0.265
F -1.332 -1.069 0.161  -0.356
O -1.060 1.286 -0.536  -0.565
C 0.829 -0.074 0.045  0.243
C -0.017 1.167 0.376  -0.319
C 0.035 -1.292 -0.187  -0.271
H 0.056 -1.468 -1.270  0.235
H 0.435 -2.122 0.353  0.328
H 0.616 2.047 0.344  0.359
H -1.603 0.485 -0.563  0.367
H -0.370 1.056 1.399  0.244

**2S+1**: 1
**Orbital gap**: 8.6 eV
**E**: -18790.99593 eV
**Highest occupied orbital energy**: -9.028 eV
**Structure (SMILES)**: OCC(=S)CF

---

Molecular formula: C34H35Cl5N3PSTeY
Method: DFT, the ωB97M-V functional and the def2-TZVPD basis

Each line ends with the Mulliken charge.
Positions of all 81 atoms, in Å:
Te -3.275 -1.715 2.536  -0.245
Y -1.159 -0.094 1.241  1.183
Cl 0.153 1.286 7.827  -0.166
Cl -2.066 2.830 6.240  -0.170
Cl -2.543 2.057 3.168  -0.219
Cl 1.088 -1.697 3.389  -0.090
Cl 1.728 -1.037 6.432  -0.164
S -5.779 -2.942 0.711  -0.101
P 1.601 0.211 -0.541  2.089
N -1.922 -0.967 -1.275  1.087
N 1.187 1.693 2.017  0.112
N -2.317 1.868 -0.371  1.081
C 1.595 1.881 -4.860  -0.620
C -3.666 -4.358 0.887  -0.409
C 2.568 -1.348 -0.668  0.856
C 1.540 0.002 -3.358  -0.083
C 3.667 -1.523 -1.508  -0.440
C -0.680 0.252 3.497  -1.572
C -4.160 -3.146 1.270  -0.059
C -3.514 2.561 0.141  -1.499
C -0.977 -2.011 -1.703  -0.745
C 2.186 -2.396 0.166  -0.349
C 2.802 1.368 0.236  0.205
C 1.719 2.235 -2.486  -0.192
C 4.389 -2.705 -1.473  -0.877
C -0.185 0.875 6.200  0.880
C 1.698 2.741 -3.776  -0.956
C 4.432 3.367 1.294  -0.734
C -4.586 -5.110 0.103  -0.496
C 4.040 1.650 -0.339  -0.146
C 0.524 -0.159 5.581  -0.572
C -1.164 1.579 5.491  -0.547
C 4.029 -3.723 -0.601  -0.701
C 4.855 2.631 0.194  -0.896
C 3.213 3.087 1.884  -0.541
C -1.377 1.242 4.162  0.848
C 1.514 0.513 -4.648  -0.963
C -5.768 -4.464 -0.078  -0.469
C -2.625 1.376 -1.729  -1.881
C 1.659 0.858 -2.263  -0.397
C -1.206 2.834 -0.436  -1.744
C -3.282 -1.511 -1.405  -1.255
C 0.244 -0.446 4.251  1.258
C 2.917 -3.574 0.212  -1.031
C -1.772 0.197 -2.158  0.942
C 2.410 2.073 1.374  -0.192
H -4.291 1.837 0.386  0.344
H -3.904 3.263 -0.605  0.351
H 2.878 3.641 2.754  0.455
H -3.269 3.127 1.035  0.502
H 0.051 -1.672 -1.585  -0.034
H 1.772 3.810 -3.932  0.472
H -1.446 3.664 -1.111  0.423
H -1.010 3.237 0.559  0.296
H -3.332 -2.483 -0.925  0.281
H -0.722 0.490 -2.177  -1.070
H 1.491 -1.069 -3.209  0.459
H 0.893 2.410 2.673  0.220
H 4.604 -4.639 -0.573  0.406
H 3.954 -0.752 -2.209  0.306
H 5.815 2.838 -0.260  0.454
H -3.551 -1.634 -2.462  0.237
H -0.302 2.346 -0.800  0.681
H 5.061 4.152 1.690  0.417
H -2.476 2.183 -2.455  0.484
H -2.064 -0.073 -3.183  0.490
H -4.010 -0.863 -0.924  0.336
H 2.617 -4.373 0.877  0.503
H -3.679 1.101 -1.766  0.514
H -2.676 -4.701 1.152  0.485
H 1.589 2.272 -5.868  0.438
H -6.640 -4.793 -0.622  0.403
H 4.363 1.122 -1.224  0.227
H 1.438 -0.162 -5.491  0.478
H -1.120 -2.902 -1.090  0.192
H -1.133 -2.286 -2.753  0.412
H 5.236 -2.830 -2.136  0.444
H 1.297 -2.294 0.774  0.396
H 1.812 2.915 -1.648  0.462
H -4.375 -6.091 -0.298  0.383
H 1.391 0.869 2.574  0.135

**2S+1**: 1
**Orbital gap**: 7.1 eV
**E**: -131364.88597 eV
**Highest occupied orbital energy**: -9.869 eV
**Charge**: +1

---

Molecular formula: C2H4AgMgO
Method: DFT, the ωB97M-V functional and the def2-TZVPD basis

Each line ends with the Mulliken spin population.
Positions of all 9 atoms, in Å:
Ag -1.183 2.449 -2.390  0.758
Mg -1.697 -1.027 -2.215  -0.132
O -0.756 0.300 -0.806  -0.064
C -0.225 0.342 0.422  0.346
C 0.818 -0.550 0.824  -0.044
H 0.987 -1.406 0.156  0.012
H -0.805 0.875 1.191  0.019
H 0.726 -0.915 1.860  0.013
H 2.135 -0.067 0.959  0.091

**2S+1**: 2
**Orbital gap (spin up / spin down)**: 4.5 / 5.2 eV
**E**: -13625.69361 eV
**Highest occupied orbital energy (spin up / spin down)**: -5.799 / -6.336 eV

---

Molecular formula: C5H13N
Method: DFT, the ωB97M-V functional and the def2-TZVPD basis

Each line ends with the Mulliken spin population.
Positions of all 19 atoms, in Å:
N 0.597 -0.454 -0.325  -1.149
C 1.220 -0.822 0.946  1.902
C -1.188 0.675 1.116  1.582
C -0.090 1.824 -0.836  0.870
C 0.286 -1.668 -1.066  1.317
C -0.557 0.483 -0.260  -0.659
H -0.274 -2.392 -0.473  -0.388
H -1.397 -0.296 1.595  -0.234
H -0.465 1.155 1.779  -0.144
H 1.384 0.058 1.554  -0.007
H -1.296 0.093 -0.964  -0.289
H -0.277 -1.419 -1.961  0.188
H 0.670 2.244 -0.170  -0.110
H 0.599 -1.487 1.567  -0.329
H -2.089 1.277 1.055  -0.490
H 1.227 -2.114 -1.405  -0.328
H 2.170 -1.298 0.707  -0.556
H -0.914 2.505 -1.060  -0.472
H 0.394 1.636 -1.798  0.296

**2S+1**: 2
**Orbital gap (spin up / spin down)**: 2.7 / 9.0 eV
**E**: -6883.91972 eV
**Highest occupied orbital energy (spin up / spin down)**: 1.461 / -4.692 eV
**Charge**: -1

---

Molecular formula: C13H19BrN2O3S
Method: DFT, the ωB97M-V functional and the def2-TZVPD basis

Each line ends with the Mulliken charge.
Positions of all 39 atoms, in Å:
Br 1.722 -3.775 -0.463  -0.063
S 3.207 -1.746 1.922  1.161
O 1.566 -2.196 1.949  -0.301
O 3.546 -1.241 3.379  -0.650
O 4.173 -2.975 1.704  -0.587
N 0.367 -0.816 -1.579  -0.312
N -0.352 3.170 2.483  -0.475
C -0.730 1.763 2.850  -0.251
C -0.363 0.378 2.056  -0.220
C -2.104 -0.189 -2.341  -0.573
C 3.582 -0.296 0.786  -0.501
C 0.557 0.523 0.673  0.595
C 0.958 2.085 0.227  -0.397
C 0.959 -2.214 0.608  -0.528
C 2.663 -0.469 -0.565  -1.135
C -1.102 -1.155 -1.476  -0.232
C 0.437 3.289 1.210  -0.273
C 1.059 -0.800 -0.219  0.424
C -4.569 0.603 -1.589  -1.068
C -2.960 0.779 -1.306  -0.200
H 2.723 0.508 -1.249  0.278
H -0.717 -0.678 2.447  0.224
H -1.505 -1.217 -0.373  0.095
H 0.430 0.191 -1.917  0.413
H -1.463 0.535 -3.019  0.258
H -1.219 -2.258 -1.918  0.210
H 0.724 4.396 0.867  0.289
H -4.763 0.670 -2.754  0.307
H -1.358 1.632 3.857  0.296
H 3.168 -1.323 -1.206  0.448
H 4.725 -0.419 0.469  0.418
H -0.184 -2.515 0.776  0.489
H -2.573 1.895 -1.480  0.262
H -5.135 1.464 -0.996  0.307
H -2.811 -0.814 -3.068  0.350
H -4.903 -0.440 -1.136  0.251
H -2.758 0.554 -0.169  0.148
H 1.595 2.343 -0.720  0.217
H 3.409 0.754 1.278  0.328

**2S+1**: 1
**Orbital gap**: 8.7 eV
**E**: -103776.68748 eV
**Highest occupied orbital energy**: -9.441 eV
**Structure (SMILES)**: CCCCN[C@]1(c2ccncc2)CCS(=O)(=O)O[C@@H]1Br

---

Molecular formula: C35H47IN5O5PTi
Method: DFT, the ωB97M-V functional and the def2-TZVPD basis

Each line ends with the Mulliken charge.
Positions of all 95 atoms, in Å:
I -2.558 -0.953 -3.992  0.233
Ti 0.021 -0.051 -0.746  -1.253
P 0.415 -2.568 -0.258  0.630
O 0.699 -3.922 -0.988  -0.406
O 1.653 -2.466 0.727  -0.120
O 0.246 0.171 1.078  1.264
O -0.825 -2.738 0.692  0.405
O -0.409 1.762 -0.900  -0.160
N 2.147 0.109 -0.843  0.758
N -1.181 3.707 0.863  0.255
N 0.341 0.073 -2.779  0.104
N -2.197 -0.516 -1.009  1.049
N -1.399 0.669 3.917  0.055
C 2.764 -4.555 1.389  -1.241
C -4.045 -0.366 0.537  -0.991
C 2.900 -3.235 0.679  -0.172
C 2.874 0.521 0.134  -0.637
C -0.988 -3.894 1.594  0.013
C -0.178 2.431 -3.157  0.942
C -1.271 4.439 -0.196  -0.177
C -4.455 -0.408 -1.806  -0.685
C -3.089 -0.539 -2.017  -0.113
C -0.734 5.777 -4.933  -1.508
C 2.496 0.718 1.519  1.169
C -0.499 2.718 -1.837  0.457
C 0.063 -4.470 -2.203  -0.168
C 2.096 0.589 4.229  -1.037
C -0.251 3.427 -4.139  -1.008
C 3.358 0.965 3.793  -0.361
C 1.207 0.451 1.974  0.339
C 4.485 1.241 4.751  -1.600
C -2.708 -0.462 0.250  -0.232
C -1.611 4.104 2.223  -1.022
C -0.655 4.726 -3.859  -0.220
C -1.435 -4.587 -2.066  -0.692
C 2.339 -1.399 -2.819  0.076
C 3.529 1.010 2.417  -0.943
C -1.169 3.059 3.237  -0.404
C -2.432 -4.318 1.587  -1.215
C -0.909 4.022 -1.521  0.460
C -4.946 -0.309 -0.517  -0.776
C 0.939 -1.132 -3.404  -1.003
C 2.910 -0.197 -2.092  -1.358
C 0.262 1.115 -3.535  -0.257
C -0.984 4.989 -2.537  -1.240
C -1.810 1.698 2.944  0.268
C -0.231 0.158 4.091  -0.705
C 1.005 0.397 3.361  0.432
H -5.124 -0.415 -2.654  0.558
H -2.098 0.411 4.607  0.397
H 2.086 -5.231 0.867  0.228
H -1.560 1.334 1.952  -1.137
H -1.701 -5.303 -1.289  0.233
H -0.804 2.775 0.722  -0.333
H 3.628 -2.598 1.180  0.488
H -1.658 5.447 -0.063  0.617
H -1.850 -4.946 -3.009  0.500
H 4.116 1.633 5.697  0.422
H 3.934 0.668 -0.066  0.555
H 3.201 -3.362 -0.361  0.219
H -0.878 6.770 -4.512  0.402
H -1.174 5.069 2.470  0.559
H -6.012 -0.225 -0.343  0.525
H -0.079 2.979 3.237  0.219
H 0.353 -3.847 -3.047  0.166
H -4.382 -0.367 1.565  0.611
H 3.747 -5.027 1.433  0.495
H 2.910 0.686 -2.730  0.244
H 3.945 -0.401 -1.828  0.755
H 0.997 -0.973 -4.479  0.437
H 0.269 -1.971 -3.242  -0.053
H -1.899 -3.622 -1.837  0.052
H -1.469 3.406 4.226  0.499
H 3.019 -1.665 -3.626  0.696
H -3.087 -3.470 1.798  0.254
H 0.548 1.000 -4.580  0.421
H 2.415 -4.412 2.413  0.298
H 0.015 3.170 -5.161  0.564
H 4.514 1.234 2.018  0.608
H -2.894 1.774 3.009  0.627
H -1.310 5.990 -2.269  0.463
H -0.323 -4.690 1.266  0.255
H -2.721 -4.750 0.630  0.219
H 0.537 -5.438 -2.325  0.489
H -2.588 -5.071 2.360  0.482
H -2.696 4.220 2.227  0.397
H -0.147 -0.469 4.976  0.611
H 1.933 0.470 5.297  0.576
H -1.568 5.576 -5.608  0.359
H -0.667 -3.564 2.580  0.237
H 5.190 1.957 4.332  0.448
H 0.175 5.789 -5.534  0.393
H 2.328 -2.255 -2.143  -0.197
H -1.990 -0.571 1.048  0.606
H 5.038 0.325 4.968  0.330

**2S+1**: 1
**Orbital gap**: 7.0 eV
**E**: -95219.03120 eV
**Highest occupied orbital energy**: -18.930 eV
**Charge**: +4

---

Molecular formula: C5H6N2O
Method: DFT, the ωB97M-V functional and the def2-TZVPD basis

Each line ends with the Mulliken charge.
Positions of all 14 atoms, in Å:
O -0.914 -0.737 -1.170  -0.560
N 0.293 -1.420 1.972  -0.414
N 1.491 -1.621 1.049  -0.371
C -0.577 -0.818 1.284  -0.461
C 0.136 1.091 -0.146  -0.592
C -0.056 -0.334 -0.035  1.533
C -0.549 1.912 -0.870  -0.838
C 1.347 -0.904 0.016  -0.531
H -1.571 -0.736 1.614  0.490
H -1.216 1.651 -1.607  0.378
H -0.493 2.877 -0.447  0.248
H 0.729 1.601 0.554  0.328
H -0.683 -1.605 -1.412  0.338
H 2.061 -0.956 -0.801  0.451

**2S+1**: 1
**Orbital gap**: 10.1 eV
**E**: -10306.27038 eV
**Highest occupied orbital energy**: -9.990 eV
**Structure (SMILES)**: C=CC1(O)C=NN=C1

---

Molecular formula: C2H3NOS3
Method: DFT, the ωB97M-V functional and the def2-TZVPD basis

Each line ends with the Mulliken charge.
Positions of all 10 atoms, in Å:
S 1.731 -0.451 0.866  -0.205
S -0.272 2.576 0.309  -0.191
S -0.356 0.745 -2.014  0.137
O -0.279 -1.004 -1.744  -0.274
N -0.623 -1.206 -0.436  -0.195
C -0.202 1.069 -0.383  0.094
C -0.093 -0.271 0.518  -0.172
H 1.661 0.683 1.680  0.167
H -0.850 -2.159 -0.142  0.247
H -0.718 0.018 1.347  0.395

**2S+1**: 1
**Orbital gap**: 8.2 eV
**E**: -38162.19478 eV
**Highest occupied orbital energy**: -8.749 eV
**Structure (SMILES)**: S=C1SON[C@H]1S

---

E of number 3 (C2H4AgMgO)?
-13625.69361 eV